1.
C3H10N3 | the ωB97M-V functional and the def2-TZVPD basis

Last column: natural (NBO) charge in e.
Element x y z (Å)
C: 0.11 -2.40 0.14  -0.6435
C: 0.40 -1.00 -0.23  -0.2137
N: -0.80 -0.05 -0.19  -0.6237
C: -0.40 1.25 0.00  0.7128
N: -0.31 2.27 -0.96  -0.7519
N: 0.30 1.44 1.20  -0.7490
H: -0.31 -2.98 -0.64  0.2300
H: -0.57 -2.43 1.09  0.2310
H: 1.11 -2.94 0.49  0.2534
H: 1.17 -0.51 0.47  0.2271
H: 0.78 -0.92 -1.27  0.2050
H: -1.59 -0.23 -0.82  0.4243
H: -0.53 1.96 -1.88  0.4241
H: -0.15 3.25 -0.76  0.4410
H: 0.76 2.31 1.33  0.4089
H: 0.06 0.98 2.02  0.4241

## Properties
2S+1: 1
Energy relative to the best compared isomer or geometry (same formula, charge and spin) (kJ/mol): 134.3
Charge: +1
Structure (SMILES): CCNC(N)=[NH2+]
HOMO-LUMO gap (eV): 10.83
HOMO energy (eV): -14.76

=====

2.
C19H24ClNO2 | the ωB97M-V functional and the def2-TZVPD basis

Last column: natural (NBO) charge in e.
Element x y z (Å)
C: -1.32 1.49 -0.22  -0.6222
C: -0.21 1.81 0.76  -0.0555
O: -0.79 2.29 1.95  -0.5566
C: 0.10 2.44 3.04  -0.0574
C: -0.25 1.49 4.19  -0.4238
C: -0.24 0.02 3.77  -0.2286
N: 1.11 -0.47 3.57  -0.6161
H: 1.60 0.14 2.92  0.3448
C: 1.17 -1.84 3.06  -0.2347
C: 0.62 -1.98 1.66  -0.0680
C: 1.37 -1.60 0.56  -0.1924
C: 0.87 -1.66 -0.72  -0.3273
C: -0.43 -2.11 -0.94  0.3776
C: -1.20 -2.48 0.16  -0.2651
C: -0.69 -2.41 1.44  -0.1976
H: -1.30 -2.71 2.28  0.2139
H: -2.21 -2.82 -0.01  0.2233
O: -1.03 -2.26 -2.15  -0.5062
C: -0.30 -2.03 -3.33  -0.0877
C: -0.05 -0.57 -3.64  -0.1156
C: 1.24 -0.10 -3.88  -0.1399
C: 1.47 1.23 -4.16  -0.2327
C: 0.42 2.12 -4.19  -0.1954
C: -0.87 1.68 -3.97  -0.2258
C: -1.10 0.34 -3.70  -0.0186
Cl: -2.72 -0.20 -3.44  0.0235
H: -1.71 2.36 -4.00  0.2308
H: 0.59 3.17 -4.40  0.2203
H: 2.48 1.57 -4.35  0.2174
H: 2.07 -0.80 -3.87  0.2047
H: -0.92 -2.46 -4.12  0.2156
H: 0.66 -2.58 -3.31  0.1865
H: 1.49 -1.35 -1.55  0.2181
H: 2.39 -1.25 0.71  0.2083
H: 2.22 -2.14 3.08  0.2016
H: 0.61 -2.47 3.75  0.1953
H: -0.68 -0.59 4.58  0.1895
H: -0.88 -0.10 2.88  0.1791
H: -1.24 1.74 4.55  0.2103
H: 0.47 1.64 5.00  0.2108
H: 0.00 3.47 3.40  0.1828
H: 1.13 2.30 2.72  0.1579
H: 0.46 2.57 0.33  0.1564
H: 0.38 0.90 0.95  0.1637
H: -1.93 2.37 -0.40  0.2100
H: -0.89 1.15 -1.16  0.2106
H: -1.96 0.70 0.18  0.2145

## Properties
2S+1: 1
Energy relative to the best compared isomer or geometry (same formula, charge and spin) (kJ/mol): 128.9
Charge: 0
Structure (SMILES): CCOCCCNCc1ccc(OCc2ccccc2Cl)cc1
HOMO-LUMO gap (eV): 9.08
HOMO energy (eV): -8.33

=====

3.
CH3NOS4 | the ωB97M-V functional and the def2-TZVPD basis

Last column: natural (NBO) charge in e.
Element x y z (Å)
C: 0.10 0.01 -0.55  0.6758
N: -1.02 0.69 -0.41  -0.7398
O: 0.32 -1.12 -0.85  -0.5653
S: -2.56 -0.21 -0.73  0.1623
S: -1.12 2.37 -0.30  0.2805
S: 3.24 -0.03 -0.73  -0.0802
S: 1.84 1.17 0.01  -0.1163
H: -1.92 -1.36 -0.96  0.1490
H: -1.57 2.41 0.97  0.1131
H: 3.46 -0.81 0.35  0.1210

## Properties
2S+1: 1
Energy relative to the best compared isomer or geometry (same formula, charge and spin) (kJ/mol): 53.4
Charge: 0
Structure (SMILES): O=C(SS)N(S)S
HOMO-LUMO gap (eV): 8.78
HOMO energy (eV): -9.01

=====

4.
C31H39F9N4O35 | the ωB97M-V functional and the def2-TZVPD basis

Last column: Mulliken charge in e.
Element x y z (Å)
C: -0.50 4.38 -5.17  -0.8577
N: -0.29 4.30 -3.70  0.9673
O: -0.53 3.24 -3.14  -0.5310
O: 0.17 5.28 -3.17  -0.5089
H: -0.97 5.33 -5.38  0.3139
H: -1.08 3.53 -5.53  0.2710
H: 0.49 4.32 -5.61  0.3192
C: 1.73 2.94 5.09  -0.3594
N: 2.51 4.04 4.49  0.8998
O: 3.21 3.74 3.54  -0.4756
O: 2.42 5.15 4.98  -0.5693
H: 1.13 3.32 5.91  0.4136
H: 2.34 2.05 5.20  0.1581
H: 1.05 2.62 4.29  -0.1103
C: 2.79 -2.21 4.66  -0.5857
N: 3.32 -0.94 4.08  1.0434
O: 3.50 -0.91 2.88  -0.4677
O: 3.55 -0.02 4.84  -0.6677
H: 3.69 -2.81 4.75  0.3577
H: 2.11 -2.64 3.94  -0.0518
H: 2.38 -1.99 5.64  0.3178
C: -1.84 -0.03 -4.74  -0.4715
N: -2.57 -0.24 -3.47  0.5977
O: -1.95 -0.07 -2.44  -0.1358
O: -3.74 -0.56 -3.51  -0.5452
H: -1.30 0.91 -4.65  0.0203
H: -2.50 0.00 -5.60  0.3537
H: -1.09 -0.82 -4.80  0.1031
C: 0.00 1.44 -0.57  0.0945
C: 0.37 -0.04 -0.56  1.5681
O: 0.51 -0.32 0.80  0.2547
C: 0.82 0.83 1.43  -0.7842
O: 1.23 0.92 2.54  0.0660
O: 0.62 1.89 0.63  0.7658
F: 1.59 -0.15 -1.19  -0.3750
H: -1.08 1.55 -0.51  0.1295
H: 0.35 1.90 -1.48  0.2791
H: -0.34 -0.68 -1.07  -1.5572
C: -0.71 -1.98 3.52  1.0184
C: -2.05 -2.60 3.19  1.5084
O: -2.63 -2.82 4.44  -0.3944
C: -1.67 -2.74 5.41  0.4638
O: -1.86 -2.89 6.56  -0.5475
O: -0.47 -2.50 4.84  -0.3740
F: -1.85 -3.79 2.54  -0.3149
H: -0.80 -0.90 3.62  -0.2007
H: 0.08 -2.25 2.82  -0.5218
H: -2.73 -1.98 2.60  -0.5808
C: 4.04 1.86 0.94  1.3764
C: 5.24 1.81 1.88  0.5497
O: 5.94 2.96 1.51  -0.3626
C: 5.63 3.26 0.21  0.4168
O: 6.17 4.08 -0.43  -0.5474
O: 4.63 2.44 -0.22  -0.3127
F: 6.00 0.70 1.60  -0.3600
H: 3.26 2.50 1.36  -0.7208
H: 3.63 0.86 0.82  -0.2801
H: 4.95 1.80 2.92  0.3020
C: -5.84 -1.52 -0.24  -0.5415
C: -5.60 -2.99 -0.51  0.1658
O: -4.28 -3.13 -0.08  -0.2707
C: -3.65 -1.91 -0.14  -0.1837
O: -2.49 -1.76 -0.03  0.3652
O: -4.56 -0.98 -0.50  -0.1659
F: -5.70 -3.27 -1.85  -0.3213
H: -6.16 -1.37 0.79  0.2817
H: -6.64 -1.12 -0.85  0.3664
H: -6.21 -3.71 0.02  0.3218
C: -0.05 5.28 0.04  -0.2648
C: -0.38 5.38 1.51  0.3498
O: 0.78 5.93 2.05  -0.3327
C: 1.82 5.68 1.18  0.4674
O: 2.94 5.97 1.39  -0.4778
O: 1.35 5.08 0.06  -0.2491
F: -0.56 4.14 2.07  -0.1873
H: -0.26 6.25 -0.44  0.4999
H: -0.59 4.53 -0.53  -0.1826
H: -1.26 5.98 1.73  0.3384
C: 2.65 -2.10 -4.73  -0.3224
C: 2.29 -0.76 -4.07  1.6827
O: 2.12 0.10 -5.15  -0.3899
C: 1.97 -0.62 -6.30  0.6224
O: 1.70 -0.15 -7.35  -0.5223
O: 2.14 -1.94 -6.05  -0.3522
F: 3.36 -0.33 -3.32  -0.3160
H: 2.19 -2.92 -4.18  0.1766
H: 3.72 -2.28 -4.74  0.2814
H: 1.44 -0.86 -3.40  -0.8114
C: -2.23 1.80 2.74  0.6754
C: -3.09 2.56 1.70  0.2144
O: -4.10 1.67 1.35  -0.3504
C: -3.98 0.52 2.04  0.4114
O: -4.78 -0.35 2.05  -0.5518
O: -2.79 0.48 2.66  -0.1527
F: -2.42 2.96 0.59  -0.1743
H: -2.37 2.27 3.72  0.4023
H: -1.16 1.77 2.56  -0.8972
H: -3.54 3.45 2.15  0.2283
C: 1.64 -4.22 -0.77  -0.0744
C: 0.49 -3.78 0.13  1.5663
O: 1.18 -3.44 1.30  -0.1857
C: 2.30 -4.22 1.38  0.3643
O: 2.98 -4.35 2.33  -0.5191
O: 2.50 -4.83 0.19  -0.4420
F: -0.37 -4.80 0.36  -0.3792
H: 2.14 -3.35 -1.21  0.0861
H: 1.41 -4.90 -1.59  0.3556
H: -0.08 -2.92 -0.23  -0.8636
C: -1.82 -4.91 -4.22  -0.6198
C: -2.34 -4.85 -2.79  0.2667
O: -1.95 -3.55 -2.41  0.1634
C: -0.79 -3.26 -3.08  -0.5869
O: -0.06 -2.38 -2.75  0.4459
O: -0.61 -4.12 -4.08  -0.4114
F: -1.78 -5.77 -1.96  -0.2791
H: -2.51 -4.35 -4.85  0.3194
H: -1.55 -5.89 -4.58  0.3543
H: -3.42 -4.92 -2.65  0.2482

## Properties
2S+1: 1
Charge: 0
HOMO-LUMO gap (eV): 9.79
HOMO energy (eV): -10.37

=====

5.
C37H40CaO2P2 | the ωB97M-V functional and the def2-TZVPD basis

Last column: Mulliken charge in e.
Element x y z (Å)
Ca: -0.48 1.50 1.68  2.0142
C: -1.62 1.11 -3.10  -0.1796
C: -1.75 -0.23 -2.93  -0.3657
C: -1.15 -1.21 -3.86  -1.4941
C: 0.33 -0.91 -4.32  -1.2640
C: 1.20 -0.02 -3.50  0.3766
C: 1.24 1.32 -3.57  -1.3824
C: 0.32 2.16 -4.41  -1.1304
C: -1.14 1.70 -4.39  -1.1031
C: 1.79 0.35 2.97  -1.4179
H: -1.95 1.84 -2.38  0.6639
H: -2.46 -0.66 -2.22  1.0940
H: -1.74 -1.30 -4.79  0.6230
H: -1.18 -2.23 -3.42  0.0458
H: 0.84 -1.88 -4.36  0.4643
H: 0.25 -0.47 -5.33  0.2405
H: 2.00 -0.58 -3.00  0.9180
H: 2.11 1.92 -3.26  1.0312
H: 0.69 2.12 -5.46  0.3564
H: 0.44 3.21 -4.08  0.3426
H: -1.75 2.58 -4.61  0.5250
H: -1.25 0.94 -5.15  0.2073
H: 1.17 1.18 3.44  0.5753
H: 2.82 0.63 3.28  0.5735
H: 1.51 -0.55 3.59  0.1568
P: -1.55 -0.84 0.50  -0.0043
P: 2.07 0.01 1.17  1.5989
C: -0.10 -1.11 -0.55  0.2942
C: 1.20 -0.78 -0.28  -0.8293
C: -2.52 -2.30 0.71  -0.1844
C: -2.75 -3.32 -0.23  -0.3609
C: -3.52 -4.42 0.14  -0.5742
C: -4.04 -4.56 1.42  -0.5113
C: -3.79 -3.57 2.36  -0.8138
C: -3.09 -2.44 1.99  -0.4909
C: -2.68 0.58 0.04  1.7997
C: -2.12 1.87 -0.15  -2.1711
C: -2.96 2.98 -0.12  -0.8741
C: -4.33 2.83 0.02  -0.7443
C: -4.88 1.57 0.15  -0.6086
C: -4.08 0.45 0.15  -0.8312
C: 3.53 -1.07 1.20  -0.0225
C: 3.36 -2.39 1.65  -0.3226
C: 4.47 -3.20 1.94  -0.6776
C: 5.74 -2.71 1.68  -0.4429
C: 5.93 -1.43 1.18  -0.6443
C: 4.82 -0.61 0.90  -0.4538
C: 2.54 1.67 0.48  0.6507
C: 2.75 2.72 1.40  -0.5507
C: 3.00 4.02 1.00  -0.7632
C: 3.09 4.34 -0.34  -0.7842
C: 2.89 3.35 -1.31  -0.4695
C: 2.65 2.03 -0.88  -0.4121
H: -0.35 -1.84 -1.34  0.3542
H: 1.93 -1.21 -1.00  0.4418
H: -2.29 -3.27 -1.22  0.2544
H: -3.69 -5.19 -0.59  0.4278
H: -4.62 -5.44 1.69  0.3818
H: -4.11 -3.67 3.38  0.4768
H: -2.95 -1.65 2.74  0.5684
H: -1.08 1.99 -0.50  1.3701
H: -2.53 3.98 -0.18  0.4700
H: -4.98 3.73 0.04  0.3576
H: -5.96 1.47 0.29  0.4051
H: -4.52 -0.54 0.25  0.4552
H: 2.34 -2.78 1.81  0.3533
H: 4.32 -4.19 2.36  0.3961
H: 6.59 -3.36 1.86  0.3785
H: 6.94 -1.06 0.99  0.3801
H: 4.99 0.39 0.47  0.3196
H: 2.71 2.52 2.48  0.1740
H: 3.12 4.78 1.78  0.4134
H: 3.31 5.35 -0.64  0.4048
H: 2.91 3.61 -2.38  0.4637
H: 2.48 1.24 -1.63  0.1327
C: -1.19 -0.32 5.73  -1.1237
C: -1.90 0.10 4.47  0.7020
O: -2.90 -0.55 4.10  -0.7365
O: -1.40 1.10 3.78  -0.8208
H: -1.77 -0.32 6.64  0.3522
H: -0.37 0.38 5.91  0.3081
H: -0.92 -1.37 5.66  0.2661

## Properties
2S+1: 1
Energy relative to the best compared isomer or geometry (same formula, charge and spin) (kJ/mol): 37.7
Charge: 0
HOMO-LUMO gap (spin up / spin down) (eV): 4.52 / 4.28
HOMO energy (spin up / spin down) (eV): -4.68 / -4.47

=====

no.,electronic energy (eV)
1,-7736.8725
2,-38199.5704
3,-47962.7472
4,-134851.3279
5,-80123.3480